1.
Here is a molecular structure, C53H44Cl4N6STm at a distorted geometry from the Open Molecules 2025 dataset. Energies are from ωB97M-V with the def2-TZVPD basis set.

Each line ends with the Mulliken spin population.
Element x y z (Å)
Tm -1.184 -0.105 -1.004  2.0410
Cl 1.969 -5.150 -7.949  0.0000
C 1.256 -4.557 -6.470  -0.0003
C 1.546 -3.255 -6.243  0.0004
C 0.982 -2.637 -5.081  -0.0006
C 0.092 -3.285 -4.234  0.0046
C -0.159 -4.630 -4.570  -0.0001
C 0.477 -5.293 -5.591  0.0003
C -0.411 -2.574 -3.037  -0.0053
C -0.840 -1.194 -3.297  -0.0009
C -2.219 -0.865 -3.280  -0.0016
C -2.256 0.567 -3.287  0.0012
C -0.879 1.028 -3.184  -0.0044
C -0.421 2.402 -2.864  0.0049
C 0.527 3.098 -3.661  -0.0021
C 1.504 3.963 -3.088  -0.0005
C 2.242 4.850 -3.843  0.0003
C 2.154 4.789 -5.207  -0.0006
Cl 2.879 6.014 -6.238  0.0000
C 1.251 3.927 -5.827  0.0005
C 0.485 3.025 -5.052  -0.0005
C -1.024 2.888 -1.732  -0.0050
N -1.788 2.103 -0.867  -0.0041
C -2.150 2.788 0.190  -0.0025
C -2.729 2.237 1.361  0.0052
C -3.319 3.277 2.269  -0.0065
C -4.404 4.046 1.871  -0.0014
C -4.802 5.144 2.639  0.0001
C -4.186 5.434 3.864  0.0003
Cl -4.764 6.808 4.754  0.0000
C -3.168 4.607 4.261  0.0000
C -2.760 3.580 3.443  -0.0007
C -2.827 0.870 1.641  -0.0001
C -3.451 0.379 2.854  0.0023
C -3.296 -0.959 2.897  -0.0023
C -2.603 -1.411 1.679  0.0016
N -2.321 -0.240 0.914  -0.0087
C -2.291 -2.739 1.358  -0.0059
C -1.483 -3.091 0.239  0.0022
C -0.958 -4.453 -0.013  -0.0015
C -0.413 -4.396 -1.265  -0.0007
C -0.612 -3.041 -1.795  -0.0009
N -1.158 -2.280 -0.754  -0.0088
C -2.756 -3.763 2.354  0.0043
C -3.952 -4.437 2.163  0.0000
C -4.435 -5.302 3.123  -0.0008
C -3.768 -5.516 4.318  0.0005
Cl -4.573 -6.402 5.552  0.0000
C -2.554 -4.887 4.472  -0.0004
C -2.046 -3.989 3.543  -0.0001
C -1.870 4.260 -0.094  0.0017
C -1.188 4.237 -1.275  0.0001
N -0.048 -0.082 -3.265  -0.0034
H 2.103 -2.652 -6.912  0.0000
H 1.360 -1.596 -4.850  0.0000
H -0.892 -5.156 -4.029  0.0001
H 0.269 -6.326 -5.754  0.0001
H -3.091 -1.546 -3.288  0.0003
H -3.148 1.205 -3.254  0.0006
H 1.664 3.995 -2.065  -0.0003
H 3.017 5.438 -3.398  0.0002
H 1.155 3.969 -6.891  0.0000
H -0.071 2.259 -5.629  -0.0002
H -5.007 3.759 1.026  -0.0001
H -5.680 5.671 2.272  0.0000
H -2.579 4.721 5.212  0.0000
H -1.902 3.034 3.784  0.0001
H -4.105 1.098 3.415  0.0001
H -3.618 -1.593 3.726  -0.0002
H -1.110 -5.299 0.679  -0.0001
H 0.081 -5.217 -1.782  0.0002
H -4.401 -4.214 1.236  -0.0001
H -5.346 -5.906 3.003  0.0001
H -1.999 -5.086 5.373  0.0000
H -1.162 -3.415 3.782  0.0001
H -2.287 5.058 0.487  0.0000
H -0.904 5.170 -1.758  0.0000
C 5.578 3.336 1.881  0.0000
C 5.268 1.873 1.776  -0.0001
C 4.260 1.513 2.832  0.0000
C 2.900 2.162 2.635  0.0000
N 2.235 1.794 1.377  -0.0003
C 1.802 0.558 1.036  0.0023
S 1.503 0.247 -0.640  -0.0034
N 1.674 -0.302 2.030  -0.0007
C 1.370 -1.740 2.037  -0.0007
C 2.567 -2.663 2.230  0.0001
C 3.641 -2.639 1.057  0.0000
C 4.685 -1.538 1.124  0.0000
H 6.437 3.679 1.253  0.0000
H 5.831 3.719 2.847  0.0000
H 4.722 3.913 1.468  0.0000
H 6.172 1.330 1.874  0.0000
H 4.867 1.672 0.802  0.0000
H 4.620 1.882 3.823  0.0000
H 4.110 0.499 2.897  0.0000
H 2.969 3.227 2.575  -0.0001
H 2.244 1.810 3.447  0.0000
H 2.186 2.494 0.653  0.0001
H 1.952 0.070 2.977  0.0001
H 0.855 -1.972 1.108  0.0007
H 0.705 -1.919 2.836  -0.0002
H 2.040 -3.634 2.309  0.0000
H 3.072 -2.573 3.229  0.0000
H 3.146 -2.656 0.078  -0.0001
H 4.136 -3.604 1.054  0.0000
H 4.217 -0.549 1.066  0.0001
H 5.371 -1.517 0.187  0.0001
H 5.225 -1.632 2.068  0.0000

Values from the calculation:
<S²>: 2.00
HOMO energy (alpha / beta): -9.68 / -9.68 eV
total charge: +1
spin multiplicity: 3

2.
Here is a molecular structure, C53H44IrN7OP2S2 at a distorted geometry from the Open Molecules 2025 dataset. Energies are from ωB97M-V with the def2-TZVPD basis set.

Each line ends with the Mulliken spin population.
Element x y z (Å)
Ir 1.733 0.390 -0.134  1.1359
C 4.538 2.104 -4.397  0.0080
S 5.300 0.888 -3.286  0.0212
C 4.131 0.819 -1.986  0.0786
S 2.392 0.889 -2.327  0.3604
N 4.579 0.618 -0.791  0.0388
N 3.680 0.392 0.155  0.2403
C 4.075 0.396 1.456  0.2319
C 3.072 0.285 2.413  0.1293
C 3.315 0.253 3.810  0.1149
C 2.268 0.155 4.679  0.0146
C 0.951 0.090 4.175  0.1563
C 0.761 0.125 2.816  -0.0289
N 1.768 0.209 1.937  0.1290
H 5.153 2.122 -5.292  -0.0006
H 4.546 3.081 -3.921  0.0025
H 3.525 1.802 -4.650  0.0005
H 5.125 0.497 1.691  -0.0101
H 4.336 0.311 4.161  0.0019
H 2.438 0.132 5.747  0.0018
H 0.105 0.019 4.842  0.0074
H -0.240 0.076 2.401  0.0036
C -8.934 9.200 0.184  0.0033
O -7.523 9.433 0.282  0.0982
C -6.681 8.435 0.195  0.1349
C -5.310 8.785 0.243  0.0201
C -4.355 7.822 0.148  -0.0063
C -4.721 6.459 0.005  0.1329
C -6.091 6.117 -0.031  0.0247
C -7.056 7.081 0.065  0.0617
C -3.682 5.490 -0.070  0.0361
N -2.391 5.782 0.099  0.0845
C -1.736 4.621 -0.004  0.1115
C -2.633 3.563 -0.254  0.1899
N -3.860 4.138 -0.290  0.0031
C -2.209 2.214 -0.406  -0.0382
C -3.063 1.147 -0.721  0.0431
C -2.535 -0.111 -0.857  -0.0282
C -1.168 -0.289 -0.670  -0.0143
N -0.335 0.703 -0.366  -0.0505
C -0.827 1.958 -0.236  0.0397
C 0.102 3.046 0.056  0.0371
N 1.396 2.741 0.225  0.1137
C 2.278 3.698 0.431  0.0061
C 1.931 5.050 0.493  0.0088
C 0.608 5.392 0.350  0.0071
C -0.333 4.379 0.134  0.0034
H -9.395 10.181 0.196  -0.0001
H -9.295 8.620 1.034  0.0009
H -9.182 8.692 -0.748  0.0003
H -5.051 9.829 0.353  -0.0022
H -3.305 8.076 0.174  -0.0057
H -6.405 5.085 -0.121  -0.0062
H -8.098 6.796 0.049  0.0001
H -4.739 3.681 -0.470  -0.0030
H -4.123 1.312 -0.869  0.0041
H -3.154 -0.962 -1.102  0.0000
H -0.724 -1.271 -0.767  0.0200
H 3.309 3.382 0.553  0.0038
H 2.696 5.796 0.656  0.0012
H 0.270 6.419 0.395  0.0020
C 1.314 -4.198 -0.444  0.0985
P 1.874 -2.414 -0.679  0.2326
C 3.589 -2.718 -0.113  -0.1169
C 3.744 -2.680 1.274  0.0573
C 4.978 -2.936 1.848  -0.0028
C 6.076 -3.209 1.043  -0.0022
C 5.927 -3.257 -0.334  0.0025
C 4.685 -3.029 -0.911  0.0082
C 1.714 -2.440 -2.514  0.0109
C 2.721 -2.207 -3.446  0.0036
C 2.449 -2.235 -4.807  -0.0093
C 1.165 -2.483 -5.263  0.0032
C 0.144 -2.683 -4.344  -0.0009
C 0.415 -2.654 -2.986  -0.0071
P 0.942 -4.673 1.310  0.0105
C 0.773 -6.484 1.170  -0.0001
C 0.521 -7.150 -0.029  0.0008
C 0.373 -8.529 -0.039  0.0004
C 0.487 -9.254 1.140  0.0002
C 0.754 -8.598 2.333  0.0000
C 0.901 -7.219 2.347  0.0009
C -0.797 -4.081 1.380  -0.0065
C -1.017 -2.778 1.824  0.0317
C -2.307 -2.272 1.909  -0.0065
C -3.387 -3.059 1.536  -0.0018
C -3.174 -4.356 1.090  0.0010
C -1.887 -4.873 1.024  -0.0015
H 2.149 -4.806 -0.798  -0.0009
H 0.442 -4.391 -1.066  0.0156
H 2.890 -2.458 1.904  0.0021
H 5.089 -2.914 2.925  0.0018
H 7.041 -3.404 1.493  0.0002
H 6.776 -3.478 -0.966  0.0002
H 4.578 -3.125 -1.980  0.0016
H 3.730 -1.994 -3.130  0.0155
H 3.253 -2.065 -5.511  0.0001
H 0.960 -2.517 -6.324  0.0002
H -0.866 -2.879 -4.681  0.0003
H -0.403 -2.796 -2.287  0.0033
H 0.428 -6.602 -0.958  -0.0041
H 0.165 -9.041 -0.969  0.0000
H 0.375 -10.330 1.124  0.0000
H 0.860 -9.163 3.249  0.0000
H 1.121 -6.707 3.276  0.0002
H -0.167 -2.176 2.132  -0.0167
H -2.472 -1.271 2.294  -0.0008
H -4.399 -2.681 1.615  -0.0001
H -4.014 -4.978 0.808  0.0000
H -1.740 -5.895 0.700  -0.0002

Values from the calculation:
<S²>: 6.07
HOMO energy (alpha / beta): -10.16 / -11.69 eV
total charge: +2
spin multiplicity: 5

Number 1: electronic energy -155067.3821 eV. Number 2: electronic energy -111227.4560 eV.